Computed, not measured: C39H34ClN3NdSSi2 as an isolated structure, with ωB97M-V with the def2-TZVPD basis set.

Last column: Löwdin spin population.
Atoms and positions in Å:
C 1.007 -1.201 0.716  -0.002
C 1.187 -1.095 -0.696  -0.004
C 1.609 0.239 -0.984  -0.006
H 1.085 -1.906 -1.422  0.000
C 1.693 0.954 0.252  -0.005
C 1.326 0.060 1.301  -0.008
H 1.380 0.281 2.369  0.000
H 0.756 -2.108 1.269  0.000
H 1.907 0.631 -1.957  0.000
H 2.028 1.988 0.377  0.000
Nd -0.932 0.465 -0.211  3.045
Si -0.147 3.110 -6.796  0.000
C -1.566 2.853 -7.982  0.000
C -2.609 3.788 -8.069  0.000
H -2.527 4.745 -7.547  0.000
C -3.756 3.471 -8.798  0.000
H -4.569 4.192 -8.856  0.000
C -3.863 2.241 -9.449  0.000
H -4.759 1.995 -10.019  0.000
C -2.815 1.317 -9.374  0.000
H -2.886 0.356 -9.889  0.000
C -1.663 1.622 -8.647  0.000
H -0.845 0.904 -8.553  0.000
C 0.464 4.853 -7.046  0.000
C 0.828 5.202 -8.358  0.000
H 0.791 4.448 -9.149  0.000
C 1.221 6.511 -8.656  0.000
H 1.499 6.775 -9.675  0.000
C 1.252 7.480 -7.646  0.000
H 1.548 8.502 -7.877  0.000
C 0.906 7.133 -6.338  0.000
H 0.924 7.884 -5.549  0.000
C 0.529 5.820 -6.029  0.000
H 0.266 5.542 -5.006  0.000
H 0.936 2.172 -7.171  0.000
Si -1.074 2.787 -4.655  0.000
C 0.579 2.934 -3.745  0.000
C 1.744 2.363 -4.286  0.000
H 1.705 1.774 -5.206  0.000
C 2.992 2.597 -3.703  0.000
H 3.885 2.194 -4.184  0.000
C 3.093 3.355 -2.540  0.000
H 4.070 3.555 -2.092  0.000
C 1.932 3.883 -1.964  0.000
H 2.002 4.476 -1.045  0.000
C 0.686 3.688 -2.564  0.000
H -0.208 4.144 -2.130  0.000
C -1.407 0.945 -4.871  0.000
C -0.494 -0.035 -4.452  0.000
H 0.388 0.242 -3.879  0.000
C -0.694 -1.376 -4.779  0.000
H 0.038 -2.120 -4.458  0.000
C -1.820 -1.767 -5.506  0.000
H -1.969 -2.811 -5.772  0.000
C -2.757 -0.803 -5.886  0.000
H -3.649 -1.087 -6.446  0.000
C -2.568 0.540 -5.558  0.000
H -3.300 1.286 -5.876  0.000
H -2.105 3.164 -3.679  0.000
Cl -2.918 0.095 -1.798  -0.011
N -1.985 0.466 4.162  0.000
C -2.228 -0.913 4.126  0.000
C -2.320 -1.826 5.156  0.000
C -2.263 -3.188 4.804  0.000
C -2.074 -3.593 3.469  0.000
C -1.968 -2.646 2.437  0.000
C -2.057 -1.292 2.789  0.000
N -1.756 -0.149 2.036  -0.005
C -1.714 0.898 2.912  0.001
C -1.256 2.231 2.564  0.000
C -0.930 3.284 3.394  0.000
S -0.131 4.552 2.516  0.000
C -0.297 3.619 1.050  0.000
N -0.951 2.462 1.215  -0.004
H -1.974 1.033 5.003  0.000
H -2.430 -1.472 6.181  0.000
H -2.355 -3.949 5.578  0.000
H -2.005 -4.662 3.246  0.000
H -1.794 -2.916 1.392  0.000
H -1.123 3.296 4.459  0.000
H 0.036 3.973 0.078  0.000

Summary:
Expectation value of S² = 3.754
ΔE to the lowest compared entry with this formula, charge and spin = 17.35 kcal per mole
Total charge = +1
HOMO level (spin up / spin down) = -0.375 / -0.375 Ha
E_LUMO (spin up / spin down) = -3.65 / -3.66 eV
Multiplicity = 4
Maximum force = 2.52 eV Å⁻¹

Computed, not measured: C39H34ClN3RuSSi2 as an isolated structure, with ωB97M-V with the def2-TZVPD basis set.

Last column: Löwdin spin population.
Atoms and positions in Å:
C 1.369 -1.002 3.828  -0.004
C 1.739 -1.921 2.771  0.195
C 2.881 -1.329 2.087  -0.005
H 1.329 -2.914 2.626  0.017
C 2.961 0.059 2.528  0.009
C 2.086 0.191 3.673  0.152
H 2.113 1.033 4.356  0.005
H 0.693 -1.257 4.649  -0.002
H 3.627 -1.847 1.506  0.000
H 3.716 0.777 2.213  0.001
Ru 1.337 -0.407 1.162  1.481
Si 1.466 0.442 -0.937  0.138
C 0.885 -0.529 -2.451  0.231
C 0.226 0.115 -3.502  0.196
H -0.208 1.110 -3.353  0.007
C 0.119 -0.496 -4.756  -0.001
H -0.384 0.036 -5.570  -0.003
C 0.631 -1.784 -4.938  0.203
H 0.533 -2.272 -5.906  0.007
C 1.215 -2.466 -3.867  0.135
H 1.572 -3.495 -3.989  0.003
C 1.327 -1.844 -2.615  0.019
H 1.765 -2.380 -1.768  0.001
C 2.736 1.463 -1.924  0.054
C 4.057 0.996 -2.008  0.011
H 4.391 0.156 -1.383  0.000
C 4.952 1.628 -2.888  0.009
H 5.984 1.274 -2.969  0.000
C 4.533 2.740 -3.634  0.028
H 5.247 3.249 -4.284  0.001
C 3.212 3.205 -3.552  -0.002
H 2.876 4.073 -4.115  -0.001
C 2.323 2.563 -2.677  0.031
H 1.303 2.960 -2.575  0.001
H 2.428 -0.715 -0.179  0.000
Si -2.777 0.470 -1.608  0.028
C -1.437 1.636 -1.004  0.171
C -0.336 1.183 -0.161  0.153
H -0.602 0.360 0.556  0.029
C 0.672 2.130 0.260  0.251
H 1.285 1.857 1.154  0.022
C 0.577 3.490 -0.110  0.000
H 1.346 4.195 0.221  -0.004
C -0.543 3.906 -0.825  0.212
H -0.652 4.961 -1.074  0.012
C -1.527 3.000 -1.248  0.009
H -2.367 3.413 -1.823  -0.003
C -2.289 -1.341 -1.682  0.037
C -1.863 -2.086 -0.575  0.046
H -1.781 -1.611 0.411  0.003
C -1.508 -3.436 -0.714  0.003
H -1.165 -3.988 0.157  -0.001
C -1.591 -4.074 -1.953  0.038
H -1.291 -5.116 -2.073  0.001
C -2.022 -3.336 -3.057  0.015
H -2.055 -3.802 -4.040  -0.001
C -2.386 -1.994 -2.918  0.000
H -2.710 -1.432 -3.801  0.000
H -3.116 0.834 -2.906  0.002
Cl -4.376 0.608 -0.289  0.012
N -2.958 0.502 3.350  0.000
C -3.176 -0.873 3.415  0.001
C -4.090 -1.580 4.186  0.000
C -3.809 -2.928 4.467  0.001
C -2.607 -3.521 4.055  0.000
C -1.706 -2.816 3.249  0.001
C -1.971 -1.464 2.953  0.001
N -1.109 -0.459 2.532  0.021
C -1.688 0.716 2.887  0.001
C -1.031 2.011 3.020  0.002
C -1.679 3.249 3.017  0.001
S -0.568 4.560 3.184  -0.001
C 0.730 3.371 3.254  0.001
N 0.341 2.117 3.224  0.020
H -3.612 1.234 3.644  0.000
H -4.999 -1.085 4.539  0.000
H -4.505 -3.541 5.037  0.000
H -2.340 -4.528 4.380  0.000
H -0.770 -3.253 2.889  0.000
H -2.754 3.376 2.935  0.000
H 1.776 3.675 3.327  0.000

Summary:
Expectation value of S² = 6.080
ΔE to the lowest compared entry with this formula, charge and spin = 75.20 kcal per mole
Total charge = +2
HOMO level (spin up / spin down) = -0.408 / -0.481 Ha
E_LUMO (spin up / spin down) = -6.25 / -9.68 eV
Multiplicity = 5
Maximum force = 2.89 eV Å⁻¹

Computed, not measured: C39H34ClN3SSi2Sn as an isolated structure, with ωB97M-V with the def2-TZVPD basis set.

Last column: Mulliken charge in e.
Atoms and positions in Å:
C -1.494 -0.770 4.785  -0.595
C -2.409 -0.280 3.799  -0.892
C -2.456 -1.233 2.733  -0.507
H -3.016 0.622 3.886  0.482
C -1.563 -2.294 3.054  -0.306
C -0.985 -2.018 4.323  -0.754
H -0.342 -2.691 4.892  0.531
H -1.296 -0.319 5.759  0.515
H -3.111 -1.204 1.865  0.577
H -1.402 -3.197 2.469  0.549
Sn 0.170 0.198 2.599  0.910
Si 0.251 -0.132 -3.713  0.677
C 0.401 1.431 -4.700  0.606
C 1.624 1.803 -5.270  -0.381
H 2.518 1.220 -5.053  0.395
C 1.701 2.919 -6.105  -0.704
H 2.654 3.211 -6.549  0.426
C 0.551 3.679 -6.371  -0.447
H 0.603 4.547 -7.035  0.416
C -0.666 3.335 -5.768  -0.697
H -1.556 3.946 -5.936  0.434
C -0.738 2.215 -4.935  -0.134
H -1.682 1.958 -4.446  0.351
C 0.732 -1.590 -4.756  0.767
C 0.095 -1.668 -6.007  -0.485
H -0.583 -0.873 -6.333  0.328
C 0.298 -2.779 -6.833  -0.617
H -0.237 -2.854 -7.780  0.409
C 1.171 -3.796 -6.433  -0.518
H 1.322 -4.667 -7.075  0.394
C 1.836 -3.700 -5.205  -0.702
H 2.517 -4.495 -4.899  0.397
C 1.614 -2.606 -4.357  -0.384
H 2.117 -2.545 -3.390  0.309
H -1.189 -0.357 -3.531  -0.062
Si 0.560 0.035 -1.252  -0.677
C -0.393 -1.538 -0.868  1.276
C -1.748 -1.709 -1.220  -0.321
H -2.346 -0.863 -1.586  0.485
C -2.343 -2.975 -1.185  -1.054
H -3.378 -3.089 -1.508  0.506
C -1.602 -4.099 -0.799  -0.568
H -2.037 -5.098 -0.869  0.453
C -0.295 -3.917 -0.341  -0.959
H 0.292 -4.776 -0.015  0.458
C 0.295 -2.649 -0.352  -0.435
H 1.324 -2.537 0.009  0.660
C -0.518 1.548 -1.027  0.962
C -1.769 1.406 -0.410  0.074
H -2.014 0.500 0.156  0.455
C -2.758 2.375 -0.580  -1.003
H -3.750 2.192 -0.170  0.484
C -2.495 3.532 -1.316  -0.618
H -3.294 4.251 -1.516  0.438
C -1.200 3.748 -1.796  -0.569
H -0.973 4.662 -2.344  0.466
C -0.213 2.772 -1.641  -0.253
H 0.777 2.946 -2.081  0.471
H 1.628 -0.013 -2.270  -0.058
Cl 2.086 0.193 0.232  -0.519
N 2.391 0.863 6.236  -0.063
C 1.586 1.995 6.425  0.668
C 1.279 2.686 7.580  -0.873
C 0.169 3.551 7.543  -0.507
C -0.622 3.661 6.383  -0.666
C -0.323 2.929 5.224  -0.592
C 0.805 2.104 5.264  0.440
N 1.155 1.060 4.416  -0.084
C 2.107 0.317 5.028  0.274
C 2.452 -0.982 4.522  -0.162
C 3.206 -1.985 5.091  -0.422
S 3.025 -3.458 4.182  -0.060
C 1.973 -2.659 3.086  -0.167
N 1.780 -1.366 3.361  0.297
H 3.077 0.474 6.876  0.232
H 1.886 2.547 8.476  0.396
H -0.105 4.144 8.418  0.401
H -1.491 4.319 6.384  0.396
H -0.933 2.941 4.315  0.388
H 3.794 -1.859 5.991  0.414
H 1.499 -3.193 2.262  0.250

Summary:
ΔE to the lowest compared entry with this formula, charge and spin = 0.00 kcal per mole
Total charge = +2
HOMO level = -0.437 Ha
E_LUMO = -7.33 eV
Maximum force = 5.71 eV Å⁻¹